1.
Here is a cluster of 15 separate species, C44H125N11O22 in total from OMol25. Energies are from ωB97M-V with the def2-TZVPD basis set.

## Properties
* HOMO: -8.4 eV
* Kohn-Sham gap: 0.3069 Eh
* calculated total energy: -109076.9596 eV
* LUMO: -0.04 eV

```
! wB97M-V def2-TZVPD RIJCOSX def2/J DEFGRID3
* xyz 0 1
C 1.335 -7.882 -2.168
O 0.336 -8.530 -1.932
N 1.355 -6.910 -3.016
N 2.543 -8.200 -1.780
H 2.155 -6.299 -3.099
H 0.605 -6.749 -3.672
H 2.615 -9.151 -1.445
H 3.258 -7.681 -2.271
C 8.098 0.340 -3.896
O 7.228 0.427 -4.772
N 8.731 -0.783 -3.640
N 8.309 1.307 -2.968
H 8.324 -1.575 -4.117
H 9.378 -0.850 -2.868
H 8.193 2.261 -3.277
H 8.975 1.199 -2.217
C -4.500 1.542 -0.174
O -3.791 2.731 -0.375
C -4.035 3.367 -1.599
C -3.306 4.726 -1.578
N -3.944 5.817 -2.369
C -3.017 6.960 -2.391
C -3.675 8.275 -2.969
O -4.040 8.059 -4.305
C -4.451 9.196 -5.117
H -3.970 0.644 -0.489
H -5.337 1.352 -0.847
H -4.603 1.441 0.907
H -5.094 3.533 -1.799
H -3.698 2.797 -2.465
H -2.285 4.542 -1.912
H -3.186 5.061 -0.548
H -4.016 5.434 -3.301
H -2.057 6.641 -2.797
H -2.719 7.262 -1.387
H -2.926 9.066 -2.924
H -4.496 8.584 -2.322
H -5.245 9.841 -4.742
H -4.696 8.949 -6.150
H -3.478 9.688 -5.120
C 4.820 8.920 0.163
O 4.522 8.113 1.339
C 3.494 8.567 2.182
C 3.731 7.895 3.566
N 3.852 6.444 3.638
C 4.983 6.091 4.534
C 5.429 4.629 4.218
O 5.730 4.543 2.864
C 6.135 3.238 2.436
H 3.930 9.220 -0.390
H 5.509 8.395 -0.498
H 5.097 9.904 0.541
H 2.557 8.269 1.712
H 3.614 9.649 2.248
H 2.900 8.240 4.182
H 4.566 8.428 4.021
H 4.071 6.241 2.674
H 4.555 6.054 5.535
H 5.847 6.724 4.327
H 4.596 3.933 4.316
H 6.205 4.427 4.957
H 5.471 2.513 2.909
H 7.155 3.035 2.762
H 6.144 3.164 1.349
C -5.069 -4.402 -3.002
O -4.452 -4.585 -4.253
C -3.758 -5.772 -4.486
C -3.007 -5.744 -5.850
N -1.925 -4.740 -5.744
C -1.540 -4.372 -7.113
C -0.311 -3.457 -7.130
O -0.108 -2.952 -8.434
C 1.147 -2.400 -8.663
H -5.781 -3.578 -2.967
H -4.266 -4.291 -2.273
H -5.687 -5.281 -2.820
H -4.503 -6.565 -4.421
H -3.024 -5.909 -3.693
H -3.721 -5.681 -6.671
H -2.509 -6.706 -5.971
H -2.382 -3.966 -5.283
H -2.409 -3.921 -7.592
H -1.326 -5.224 -7.758
H 0.434 -4.158 -6.756
H -0.412 -2.603 -6.460
H 1.844 -3.231 -8.561
H 1.521 -1.642 -7.975
H 1.192 -1.948 -9.654
C -6.848 -4.784 7.526
O -7.123 -5.195 8.900
C -7.093 -4.165 9.954
C -7.247 -4.723 11.376
N -8.577 -5.392 11.480
C -8.631 -6.439 12.474
C -8.111 -7.802 11.864
O -8.868 -8.259 10.776
C -8.418 -9.493 10.155
H -5.935 -4.189 7.508
H -7.664 -4.128 7.224
H -6.793 -5.568 6.771
H -7.898 -3.465 9.734
H -6.132 -3.657 10.033
H -7.280 -3.973 12.166
H -6.472 -5.458 11.596
H -8.817 -5.862 10.619
H -9.625 -6.487 12.919
H -8.003 -6.155 13.318
H -8.168 -8.580 12.626
H -7.059 -7.595 11.672
H -7.348 -9.510 9.945
H -8.910 -9.591 9.187
H -8.673 -10.404 10.695
C -0.385 -3.716 7.769
O 1.035 -3.640 7.370
C 1.215 -2.579 6.351
C 2.684 -2.298 6.007
N 3.382 -3.400 5.360
C 2.964 -3.661 4.008
C 3.435 -5.128 3.670
O 3.146 -6.046 4.711
C 2.985 -7.387 4.270
H -0.531 -4.456 8.556
H -0.939 -4.037 6.886
H -0.819 -2.859 8.283
H 0.651 -1.754 6.786
H 0.556 -2.720 5.494
H 3.155 -2.125 6.975
H 2.892 -1.441 5.366
H 3.255 -4.246 5.896
H 3.396 -2.912 3.345
H 1.884 -3.607 3.868
H 4.466 -5.163 3.318
H 2.795 -5.443 2.847
H 3.720 -7.782 3.568
H 1.994 -7.471 3.823
H 3.089 -8.065 5.118
C 2.253 2.962 -0.253
O 1.251 2.305 -1.018
C 1.770 1.418 -1.941
C 2.534 0.230 -1.257
N 1.778 -0.592 -0.249
C 0.675 -1.346 -0.915
C 0.173 -2.694 -0.137
O -0.680 -2.362 0.989
C -1.194 -3.542 1.690
H 1.893 3.925 0.110
H 3.202 3.215 -0.726
H 2.439 2.520 0.726
H 2.489 1.979 -2.537
H 1.093 0.916 -2.632
H 3.364 0.667 -0.702
H 3.023 -0.407 -1.994
H 1.438 0.150 0.346
H 1.110 -1.650 -1.867
H -0.153 -0.658 -1.083
H 1.067 -3.218 0.201
H -0.421 -3.333 -0.790
H -1.645 -3.202 2.622
H -0.261 -4.007 2.010
H -1.687 -4.396 1.226
C 2.781 9.551 -9.647
O 1.834 10.144 -8.728
C 2.291 10.407 -7.417
C 1.959 9.246 -6.523
N 2.985 8.210 -6.582
C 2.603 7.039 -5.889
C 1.376 6.299 -6.415
O 1.475 5.724 -7.722
C 2.139 4.518 -7.886
H 2.390 9.590 -10.664
H 2.938 8.512 -9.356
H 3.708 10.125 -9.641
H 1.749 11.256 -6.998
H 3.343 10.673 -7.321
H 0.942 8.919 -6.742
H 1.741 9.713 -5.563
H 3.015 7.840 -7.522
H 2.382 7.302 -4.855
H 3.414 6.323 -5.756
H 0.492 6.931 -6.331
H 1.022 5.456 -5.821
H 1.881 4.082 -8.852
H 1.826 3.808 -7.120
H 3.218 4.622 -7.774
O -3.569 -9.814 4.176
H -2.755 -10.200 4.500
H -3.390 -9.616 3.256
O 4.019 -4.202 -3.697
H 3.696 -3.466 -3.178
H 4.569 -3.798 -4.369
O 7.500 5.939 -3.264
H 7.211 6.293 -2.423
H 8.183 6.543 -3.557
O -3.116 -9.477 0.402
H -3.890 -9.483 -0.162
H -2.427 -9.093 -0.140
O -3.416 -1.411 -4.029
H -4.187 -1.026 -4.446
H -3.758 -2.157 -3.536
O -0.390 1.210 2.593
H -0.290 0.323 2.939
H -1.074 1.132 1.928
*
```

Here are the Mulliken charges for atoms 1 to 99, given in e: 0.7564 -0.6894 -0.2842 -0.4283 0.1146 0.1104 0.2379 0.1722 0.6133 -0.6598 -0.3780 -0.3885 0.2337 0.1751 0.2234 0.1794 -0.7624 -0.2738 -0.5811 -0.5400 -0.3872 -0.6295 -0.5541 -0.2967 -0.7104 0.2366 0.3467 0.2828 0.4174 0.3244 0.2761 0.3289 0.2262 0.3965 0.3992 0.3859 0.3127 0.2634 0.2454 0.3045 -0.7433 -0.2425 -0.5478 -0.7735 -0.3829 -0.5168 -0.6539 -0.2518 -0.7411 0.3360 0.1371 0.3228 0.2894 0.4698 0.3419 0.3493 0.3247 0.2997 0.4131 0.4016 0.3493 0.2939 0.3027 0.2242 -0.8328 -0.2928 -0.6708 -0.6934 -0.1539 -0.7572 -0.4037 -0.3073 -0.7375 0.2391 0.3465 0.3421 0.4476 0.3571 0.3682 0.3945 0.1801 0.4196 0.3542 0.2672 0.3251 0.3145 0.2846 0.2528 -0.7361 -0.2442 -0.6452 -0.4577 -0.4194 -0.9080 -0.3622 -0.3393 -0.7691 0.2742 0.3030


2.
Here is a structure of composition C13H27N3O3RbV from OMol25. Energies are from ωB97M-V with the def2-TZVPD basis set.

## Properties
* HOMO (spin up / spin down): -15.8 / -15.2 eV
* Kohn-Sham gap (spin up / spin down): 0.2724 / 0.2254 Eh
* calculated total energy: -50858.7540 eV
* LUMO (spin up / spin down): -8.34 / -9.10 eV

```
! wB97M-V def2-TZVPD RIJCOSX def2/J DEFGRID3
* xyz 2 1
N 1.888 -0.215 0.127
C 2.915 -0.788 0.384
O 3.979 -1.341 0.525
Rb 2.233 -0.371 -3.185
V -0.025 -0.003 -0.119
N -0.482 -1.427 -1.241
N -0.307 1.610 -0.991
C -0.394 -2.863 -0.888
C 0.326 2.926 -1.089
C 0.766 -3.486 -1.663
C -1.673 -3.633 -1.225
C -0.155 -3.026 0.606
C 0.017 3.604 -2.431
C -0.225 3.863 -0.011
C 1.835 2.824 -0.951
H 0.674 -3.325 -2.748
H 0.753 -4.571 -1.494
H 1.744 -3.092 -1.345
H -2.556 -3.192 -0.747
H -1.583 -4.665 -0.860
H -1.870 -3.698 -2.302
H 0.744 -2.511 0.967
H -0.024 -4.102 0.800
H -1.022 -2.695 1.192
H 0.305 2.986 -3.295
H 0.574 4.550 -2.484
H -1.048 3.850 -2.533
H -1.309 3.989 -0.085
H 0.231 4.854 -0.150
H 0.004 3.512 1.004
H 2.166 2.317 -0.041
H 2.221 3.855 -0.937
H 2.310 2.322 -1.806
C -1.741 1.642 -1.296
H -2.217 0.711 -0.956
H -2.279 2.476 -0.813
H -1.896 1.748 -2.384
C -1.034 -1.209 -2.585
H -2.116 -1.410 -2.566
H -0.901 -0.178 -2.955
H -0.568 -1.880 -3.327
C 1.281 -0.223 3.333
O -0.144 0.022 3.112
C -0.755 0.098 1.912
O -1.988 0.308 1.831
H 1.393 -0.198 4.415
H 1.886 0.574 2.882
H 1.553 -1.223 2.963
*
```

Mulliken atomic charges, in units of e: -0.2598 0.7013 -0.4863 0.9519 0.2402 0.7716 0.5558 1.1795 0.6510 -1.3971 -1.6804 -1.8722 -1.5557 -1.4386 -1.3634 0.3629 0.4334 0.2426 0.4184 0.4571 0.4343 0.2897 0.5461 0.4220 0.3238 0.4535 0.4355 0.4051 0.4781 0.3085 0.2342 0.5033 0.1131 -1.0120 0.2672 0.3805 0.4252 -1.5661 0.4023 0.3760 0.4600 -0.5286 -0.3867 1.0832 -0.5302 0.2683 0.2613 0.2404


3.
Here is a structure of composition C33H28Cl5N2PPdS from OMol25. Energies are from ωB97M-V with the def2-TZVPD basis set.

## Properties
* HOMO (spin up / spin down): -12.7 / -12.6 eV
* Kohn-Sham gap (spin up / spin down): 0.2433 / 0.1148 Eh
* calculated total energy: -123849.6162 eV
* LUMO (spin up / spin down): -6.04 / -9.47 eV

```
! wB97M-V def2-TZVPD RIJCOSX def2/J DEFGRID3
* xyz 2 5
Pd 10.724 10.272 11.006
C 14.025 8.024 15.725
C 13.370 7.260 14.746
C 12.386 7.818 13.951
C 12.017 9.136 14.276
C 12.604 9.939 15.264
C 13.676 9.352 16.021
P 10.513 9.650 13.373
C 9.083 8.699 13.964
C 8.952 8.005 15.200
C 7.766 7.347 15.467
C 6.669 7.371 14.624
C 6.766 8.080 13.462
C 7.983 8.698 13.101
C 9.977 11.430 14.091
C 9.741 11.485 15.491
C 9.314 12.677 15.996
C 9.282 13.754 15.195
C 9.632 13.644 13.679
C 9.249 14.751 12.722
C 9.285 14.493 11.422
C 9.606 13.159 10.905
C 10.038 12.189 11.758
C 10.056 12.457 13.148
H 14.824 7.681 16.312
H 13.808 6.299 14.460
H 11.853 7.346 13.134
H 12.259 10.950 15.504
H 14.235 9.907 16.745
H 9.813 8.053 15.921
H 7.646 6.804 16.368
H 5.701 6.952 14.928
H 5.820 8.245 12.909
H 7.991 9.285 12.165
H 9.865 10.676 16.029
H 9.045 12.664 17.069
H 8.714 14.586 15.605
H 8.706 15.547 13.157
H 9.027 15.409 10.914
H 9.533 12.949 9.873
Cl 13.220 12.736 12.196
C 13.852 11.042 11.697
C 12.885 10.222 11.255
C 13.541 8.982 10.773
Cl 12.626 7.832 9.955
C 14.854 8.615 10.903
Cl 15.492 7.201 10.177
C 15.804 9.574 11.530
Cl 17.331 9.006 11.859
C 15.255 10.880 12.005
Cl 16.153 11.828 12.969
C 8.860 8.606 5.656
C 9.535 9.035 6.894
N 8.983 8.133 8.025
C 8.550 8.486 9.211
S 8.638 10.140 9.803
N 8.033 7.546 10.023
C 7.770 6.130 9.635
C 6.572 5.597 10.468
H 9.306 9.141 4.775
H 7.807 8.805 5.682
H 8.864 7.513 5.485
H 9.266 10.086 7.025
H 10.646 8.872 6.887
H 8.965 7.178 7.775
H 8.005 7.738 11.012
H 8.713 5.608 9.919
H 7.554 6.087 8.539
H 6.686 5.751 11.545
H 6.403 4.604 10.244
H 5.747 6.174 10.207
*
```

Mulliken atomic charges, in units of e: -1.0516 -0.5643 -0.9422 -0.5009 1.0753 -0.3091 -0.8554 1.3477 0.3612 -0.5630 -0.7543 -0.4806 -0.6889 -1.4736 0.1083 -0.6541 -0.8081 -0.9307 0.4202 -0.7987 -0.9852 -0.0893 0.8010 0.5057 0.4928 0.3991 0.4766 0.4623 0.4857 0.3738 0.4653 0.4322 0.4316 1.2138 0.9260 0.3928 0.3337 0.4506 0.3806 0.5419 -0.1460 0.5763 -0.7805 1.3028 -0.1725 -0.1754 -0.1411 0.3058 -0.0534 0.0241 -0.0088 -1.3537 -0.2239 -0.2266 0.9357 -0.3945 0.0478 -0.3808 -1.4600 0.3555 0.3610 0.3963 0.3705 0.2338 0.2169 0.0129 0.2859 0.4569 0.3380 0.4467 0.4220


4.
Here is a structure of composition C31H39N5O2P2Pd from OMol25. Energies are from ωB97M-V with the def2-TZVPD basis set.

## Properties
* HOMO (spin up / spin down): -8.4 / -8.4 eV
* Kohn-Sham gap (spin up / spin down): 0.2736 / 0.2008 Eh
* calculated total energy: -66375.4566 eV
* LUMO (spin up / spin down): -0.97 / -2.95 eV

```
! wB97M-V def2-TZVPD RIJCOSX def2/J DEFGRID3
* xyz 0 3
Pd -3.413 -2.736 2.080
C -1.808 -3.840 -1.847
C -1.108 -3.245 -0.850
C -0.671 -1.841 -0.714
C -1.558 -0.705 -0.106
C -3.001 -0.744 -0.438
C -3.560 -1.162 -1.601
C -2.838 -1.673 -2.794
C -2.637 -3.209 -2.887
C -5.216 -2.481 1.136
H -1.777 -4.926 -1.864
H -0.790 -3.884 -0.016
H -0.237 -1.523 -1.672
H 0.190 -1.906 -0.033
H -1.448 -0.758 0.994
H -1.060 0.262 -0.388
H -3.585 -0.190 0.287
H -4.643 -1.190 -1.650
H -1.878 -1.180 -2.923
H -3.487 -1.440 -3.640
H -3.598 -3.767 -2.874
H -2.188 -3.358 -3.894
H -5.663 -3.268 0.475
H -5.444 -1.579 0.542
H -5.883 -2.421 2.099
P 0.932 3.443 0.807
P 2.927 0.903 0.899
N 0.234 4.420 -0.444
N 1.209 4.937 1.908
N 3.298 0.545 -0.811
N 4.466 0.289 1.499
C 2.668 3.658 0.099
C 3.643 2.646 0.717
C -0.840 3.898 -1.181
C -1.191 4.809 -2.155
C -0.304 5.926 -2.043
C 0.576 5.647 -1.010
C 0.667 4.924 3.201
C 1.004 6.108 3.850
C 1.787 6.882 2.948
C 1.902 6.142 1.774
C 2.355 -0.222 -1.497
C 2.741 -0.344 -2.823
C 3.945 0.388 -2.980
C 4.255 0.942 -1.742
C 5.755 0.225 0.951
C 6.635 -0.243 1.914
C 5.892 -0.389 3.132
C 4.589 -0.010 2.868
H 2.999 4.650 0.453
H 2.653 3.589 -1.013
H 4.541 2.593 0.062
H 3.900 2.921 1.771
H -1.237 2.925 -0.919
H -1.986 4.694 -2.887
H -0.299 6.838 -2.644
H 1.394 6.236 -0.622
H 0.087 4.070 3.538
H 0.724 6.393 4.862
H 2.234 7.869 3.094
H 2.440 6.413 0.866
H 1.498 -0.601 -0.963
H 2.207 -0.892 -3.585
H 4.537 0.517 -3.880
H 5.095 1.565 -1.464
H 5.953 0.522 -0.073
H 7.696 -0.462 1.756
H 6.278 -0.743 4.089
H 3.721 0.090 3.511
O -4.929 -5.110 -1.416
C -4.549 -5.592 -0.349
C -4.774 -7.071 0.007
C -4.009 -7.245 1.293
C -3.388 -5.865 1.504
O -2.540 -5.609 2.377
N -3.848 -4.899 0.636
H -5.846 -7.288 0.131
H -4.425 -7.739 -0.789
H -4.704 -7.487 2.107
H -3.270 -8.044 1.241
*
```

Mulliken atomic charges, in units of e: 0.3882 -1.0031 -0.3241 -0.3853 -0.0015 -0.3810 -0.4137 -1.0151 -0.4726 -0.8688 0.4180 0.3891 0.1683 0.6119 0.2553 -0.3346 0.8172 0.3462 0.3530 0.4247 0.2791 0.3425 0.1677 0.3460 0.4449 -0.0345 -0.1015 0.4049 0.2974 0.4124 0.3010 -0.4541 -1.0607 -0.3324 -0.6371 -0.5983 -0.0928 -0.4911 -0.6112 -0.7936 -0.0378 0.0609 -0.4942 -1.1143 -0.0237 -0.0171 -0.5909 -0.5086 -0.4754 0.3044 0.4908 0.3594 0.5033 0.2831 0.4059 0.4119 0.1932 0.3711 0.3911 0.4047 0.3270 -0.1728 0.4647 0.4337 0.4130 0.2128 0.4140 0.3922 0.3306 -0.6280 -0.0185 -0.4249 -0.3654 0.3261 -0.6976 0.3397 0.2261 0.2400 0.2228 0.2857


5.
Here is a cluster of 3 separate species, C2H11N2O2 in total from OMol25. Energies are from ωB97M-V with the def2-TZVPD basis set.

## Properties
* HOMO: -12.6 eV
* Kohn-Sham gap: 0.3521 Eh
* calculated total energy: -9320.0322 eV
* LUMO: -3.00 eV

```
! wB97M-V def2-TZVPD RIJCOSX def2/J DEFGRID3
* xyz 1 1
C 0.150 -1.231 -0.828
C -0.490 -0.519 -1.813
N -0.769 -0.913 -3.054
N 0.692 -0.371 0.286
H 0.256 -2.356 -0.797
H -0.533 0.564 -1.569
H -1.440 -0.371 -3.594
H -1.034 -1.821 -3.298
H 1.669 -0.212 0.039
H 0.381 -0.791 1.181
H 0.375 0.690 0.066
H -0.226 2.907 0.523
H 0.743 2.383 1.661
O 0.503 2.360 0.796
H 0.638 -0.166 3.936
H -0.932 0.071 3.341
O 0.018 -0.224 3.124
*
```

Mulliken atomic charges, in units of e: -0.2811 -0.1036 -0.4212 -0.2207 0.3225 0.2207 0.2680 0.2566 0.3989 0.3392 0.2687 0.3249 0.3061 -0.6644 0.3362 0.3354 -0.6862


6.
Here is a structure of composition C9H7AuN2O5S from OMol25. Energies are from ωB97M-V with the def2-TZVPD basis set.

## Properties
* HOMO (spin up / spin down): -14.8 / -16.6 eV
* Kohn-Sham gap (spin up / spin down): 0.2353 / 0.1827 Eh
* calculated total energy: -37169.7933 eV
* LUMO (spin up / spin down): -8.39 / -11.58 eV

```
! wB97M-V def2-TZVPD RIJCOSX def2/J DEFGRID3
* xyz 2 3
O -3.114 2.587 -3.586
C -2.343 2.389 -2.760
Au 0.006 -0.263 0.164
O -2.755 -1.262 1.343
C -1.765 -0.952 0.844
C 1.839 -1.436 2.107
O 2.811 -1.565 2.692
C 1.782 0.456 -0.798
O 2.849 -0.060 -0.946
C 0.069 -1.898 -0.982
O 0.068 -2.657 -1.847
H 1.454 1.415 -1.304
C -2.472 2.792 2.263
N -1.482 2.122 3.089
C -1.711 1.624 4.369
C -0.637 0.850 4.686
N 0.250 0.933 3.619
C -0.280 1.698 2.626
S 0.287 2.023 1.050
H -1.996 3.646 1.767
H -2.860 2.120 1.489
H -3.305 3.080 2.908
H -2.646 1.809 4.890
H -0.441 0.243 5.559
H 1.177 0.516 3.606
*
```

Mulliken atomic charges, in units of e: -0.1447 0.1455 0.9181 -0.1641 0.3304 0.1195 -0.1129 -0.1413 -0.1262 0.2247 -0.1557 0.3968 -0.7545 0.1362 -0.0654 -0.4861 0.1415 -0.0804 -0.2909 0.3471 0.3206 0.3097 0.4326 0.4431 0.2565